The following is a DFT calculation (ωB97M-V/def2-TZVPD) of a cluster of 2 separate species, C3H8N2O in total.

Output
DFT total energy in eV: -8267.13558
M in Da: 88.1
Energy relative to the best compared isomer or geometry (same formula, charge and spin) in eV: 2.190
Orbital gap in eV: 9.6
Spin multiplicity: 1

Geometry as XYZ:
```
14
C3H8N2O | OMol25 | ωB97M-V/def2-TZVPD
H -2.18 -1.49 0.74
N -1.32 -1.41 0.20
C -0.32 -1.71 0.91
N 0.97 -1.81 0.43
H -0.36 -2.01 1.97
H 1.59 -2.38 0.99
H 1.43 -1.10 -0.12
C 0.17 2.66 0.12
C 0.27 1.40 -0.26
O 0.11 0.97 -1.53
H 0.02 3.48 -0.58
H 0.16 2.94 1.17
H 0.36 0.64 0.50
H -0.19 0.05 -1.52
```

***

The following is a DFT calculation (ωB97M-V/def2-TZVPD) of a structure of composition C3H8N2O.

Output
DFT total energy in eV: -8266.33322
M in Da: 88.1
Energy relative to the best compared isomer or geometry (same formula, charge and spin) in eV: 2.993
Orbital gap in eV: 9.3
Spin multiplicity: 1

Geometry as XYZ:
```
14
C3H8N2O | OMol25 | ωB97M-V/def2-TZVPD
C -0.56 -0.84 -0.56
N 0.11 0.48 -0.33
C 0.97 0.57 0.89
N -1.18 -0.97 -1.85
C 0.52 0.68 2.14
O 2.15 0.62 0.31
H 1.44 0.55 -0.71
H -0.56 1.24 -0.38
H -0.53 -0.83 -2.61
H -1.98 -0.36 -1.97
H -1.30 -1.01 0.22
H 0.23 -1.59 -0.46
H -0.53 0.67 2.36
H 1.22 0.79 2.95
```

***

The following is a DFT calculation (ωB97M-V/def2-TZVPD) of the molecule C3H8N2O.

Output
DFT total energy in eV: -8268.20753
M in Da: 88.1
Energy relative to the best compared isomer or geometry (same formula, charge and spin) in eV: 1.118
Orbital gap in eV: 10.1
Spin multiplicity: 1

Geometry as XYZ:
```
14
C3H8N2O | OMol25 | ωB97M-V/def2-TZVPD
N 1.20 -0.93 2.40
C 0.83 -0.73 1.01
C -0.45 0.04 0.79
N -0.47 0.83 -0.44
C -0.66 0.26 -1.64
O -0.65 0.84 -2.71
H 1.08 -1.84 2.80
H 1.00 -0.18 3.03
H 0.92 -1.73 0.53
H 1.64 -0.20 0.53
H -1.37 -0.55 0.91
H -0.59 0.72 1.64
H -0.25 1.81 -0.35
H -0.85 -0.83 -1.56
```

***

The following is a DFT calculation (ωB97M-V/def2-TZVPD) of a cluster of 2 separate species, C3H8N2O in total.

Output
DFT total energy in eV: -8266.87384
M in Da: 88.1
Energy relative to the best compared isomer or geometry (same formula, charge and spin) in eV: 2.452
Orbital gap in eV: 9.2
Spin multiplicity: 1

Geometry as XYZ:
```
14
C3H8N2O | OMol25 | ωB97M-V/def2-TZVPD
C 0.22 1.22 1.81
C 1.39 1.63 1.40
N 1.87 1.28 0.12
H -0.40 0.56 1.19
H -0.34 1.71 2.64
H 2.07 2.12 2.07
H 2.56 2.05 -0.24
H 1.12 0.87 -0.53
N -1.36 -2.08 -0.67
C -1.44 -1.91 -2.03
O -2.51 -1.78 -2.66
H -0.44 -1.88 -0.10
H -2.17 -1.58 -0.37
H -0.55 -2.20 -2.63
```

***

The following is a DFT calculation (ωB97M-V/def2-TZVPD) of the molecule C3H8N2O.

Output
DFT total energy in eV: -8268.34811
M in Da: 88.1
Energy relative to the best compared isomer or geometry (same formula, charge and spin) in eV: 0.978
Orbital gap in eV: 9.7
Spin multiplicity: 1

Geometry as XYZ:
```
14
C3H8N2O | OMol25 | ωB97M-V/def2-TZVPD
C 0.48 -0.41 1.26
N 0.16 -0.19 -0.14
C 0.17 -1.40 -0.92
C -0.18 1.00 -0.71
N -0.63 1.93 0.21
O -0.10 1.21 -1.91
H 0.40 0.46 1.92
H -0.19 -1.19 1.68
H 1.53 -0.58 1.00
H 0.45 -1.19 -1.95
H 0.86 -2.13 -0.49
H -0.84 -1.81 -0.88
H -1.14 2.70 -0.19
H -0.97 1.60 1.10
```

***

The following is a DFT calculation (ωB97M-V/def2-TZVPD) of the molecule C3H8N2O.

Output
DFT total energy in eV: -8265.50099
M in Da: 88.1
Energy relative to the best compared isomer or geometry (same formula, charge and spin) in eV: 3.825
Orbital gap in eV: 9.2
Spin multiplicity: 1

Geometry as XYZ:
```
14
C3H8N2O | OMol25 | ωB97M-V/def2-TZVPD
C -0.04 1.35 1.99
C 0.17 0.32 0.93
N -0.66 0.23 -0.02
N -0.62 -0.71 -0.95
C 0.61 -1.35 -1.35
O -1.40 -0.34 -2.08
H -0.92 1.95 1.77
H -0.16 0.87 2.96
H 0.84 2.00 2.05
H 1.03 -0.35 1.07
H 0.93 -2.03 -0.56
H 1.41 -0.63 -1.55
H 0.41 -1.92 -2.25
H -1.59 0.60 -2.00
```